(1)
Density functional theory data (ωB97M-V/def2-TZVPD) for C26H16BrN3O3Ru as an isolated structure.

Last column: Mulliken charge in e.
Cartesian coordinates (Å):
Ru -0.11332 0.26744 -0.01143  0.813
Br 4.33407 -0.40045 5.86286  -0.057
O 0.01234 0.58049 1.97202  -0.415
O -3.78462 -1.51555 0.17966  -0.615
O -1.57728 -1.14781 0.00661  -0.592
N 1.88319 0.00802 -0.14165  0.123
N 0.11536 0.35464 -2.05018  0.271
N -1.92922 1.44320 0.01153  0.344
C -2.83714 -0.78171 0.08521  0.508
C 2.37020 -0.09913 -1.43927  0.698
C 0.99083 0.33921 2.76462  0.497
C 4.00274 -0.42371 -3.20013  -0.962
C -4.30803 1.30420 0.18072  -0.898
C 1.72865 0.03420 -3.81962  0.976
C 2.70413 -0.13564 0.92752  -0.091
C -2.11690 5.59293 -0.03970  -0.631
C -0.80317 3.56676 -0.10089  -0.366
C 3.66957 -0.35772 -1.83068  -0.924
C 1.39662 0.09452 -2.45801  0.204
C -0.83820 0.55545 -2.94286  -0.123
C 0.72118 0.41806 4.16112  -0.449
C -3.23662 3.45915 0.07493  1.032
C -4.40424 2.66487 0.16966  -0.636
C 3.28518 -0.20736 3.26913  -0.798
C 2.33042 0.00122 2.28974  0.212
C -1.98859 2.80812 -0.00288  0.203
C -0.58556 0.50291 -4.31782  -1.022
C -3.27293 4.87427 0.05453  -0.882
C -3.03000 0.72750 0.09997  0.353
C -0.87092 4.93031 -0.11866  -0.711
C 3.07122 -0.23627 -4.18199  -0.980
C 1.69211 0.21133 5.10652  -0.611
C 2.97572 -0.10174 4.65004  0.120
C 0.68800 0.24477 -4.74935  -0.490
H 4.45376 -0.51525 -1.10597  0.360
H 0.15797 3.06506 -0.16133  0.458
H 5.02980 -0.63095 -3.46858  0.400
H 0.91118 0.19789 -5.80798  0.455
H -0.29575 0.65996 4.43954  0.473
H 0.03770 5.51242 -0.19410  0.442
H 4.29863 -0.46383 2.99193  0.516
H 1.48555 0.28060 6.16348  0.451
H -1.39830 0.66414 -5.01025  0.423
H 3.73402 -0.40721 0.74369  0.139
H -5.16199 0.64619 0.24882  0.601
H -5.36852 3.15398 0.23145  0.454
H -2.14780 6.67356 -0.05469  0.407
H 3.33837 -0.29279 -5.22824  0.428
H -4.23186 5.37282 0.11539  0.416
H -1.82934 0.75685 -2.56006  0.471

## Properties
⟨S²⟩ = 8.802
relative energy (zero: lowest compared OMol25 entry of this formula, charge and spin) = 0.0 kJ/mol
net charge = +1
2S+1 = 6

---

(2)
Density functional theory data (ωB97M-V/def2-TZVPD) for a 9-piece molecular cluster, C71H143N9O7 overall.

Last column: Mulliken charge in e.
Cartesian coordinates (Å):
O -5.28071 -3.76266 0.00935  -0.466
O 4.55709 -4.19877 0.14311  -0.523
O 1.08634 5.96347 -7.21151  -0.515
O -0.82760 3.50433 5.08125  -0.377
O 0.27501 -0.70693 -4.88645  1.205
O 1.56170 3.09583 2.48870  1.323
O -0.06841 1.67866 8.09927  -0.704
N -0.09285 0.76003 7.07653  1.093
N 0.07508 -1.69200 -5.84942  -0.294
N 1.22759 4.74988 -6.48657  0.264
N 3.28843 -4.60608 0.57395  1.176
N 2.61285 3.30010 1.58472  0.132
N 1.32864 0.95662 0.29184  3.648
N -2.20786 3.47276 5.13536  1.304
N -4.49116 -4.77890 -0.47538  0.337
N -1.47119 1.20982 -1.46029  0.427
C 1.04825 -5.93931 1.82379  -1.557
C 3.26620 -6.98926 -0.16412  -2.070
C 4.06351 -5.23576 2.86539  -1.914
C -2.80325 2.81009 -2.42423  -1.220
C 4.58452 3.67578 3.28474  -1.770
C 2.21129 -0.34948 7.19529  -1.938
C -0.99019 -0.45189 7.20841  1.880
C -2.37224 0.07166 7.63653  -2.051
C 1.12747 2.76871 -4.31313  0.491
C -2.55290 1.72409 -3.27976  -0.336
C 0.65996 -1.15168 -0.02954  0.044
C 2.40568 5.91267 -4.58846  -1.880
C 1.02901 -3.64246 -7.08067  -1.488
C -5.57334 -4.93347 -2.84338  -1.533
C -2.33085 -2.31348 -5.40838  -1.305
C 2.46579 -5.06143 -1.60489  -2.415
C -5.16502 -5.61737 -1.49784  1.349
C 0.94441 4.24176 0.06928  -1.781
C 2.41347 4.71562 -5.55170  1.916
C -2.26639 4.58208 2.84223  -0.934
C 2.44465 -2.10328 -5.86410  -2.470
C -0.12671 4.15431 -6.14955  2.035
C 3.06857 -4.36569 1.98769  1.553
C 4.89131 4.39412 0.12450  -1.045
C -2.33365 3.99591 7.54440  -2.133
C 2.41871 3.39415 -4.72435  -1.364
C -1.25039 -2.82245 -7.73717  -1.410
C -2.73504 3.33257 3.74282  1.980
C 1.83941 0.52156 -0.88382  -1.704
C 0.98595 -3.57272 -4.55124  -0.867
C 2.31796 4.42329 0.73639  2.151
C 4.97203 3.04320 0.95949  -1.322
C -0.57809 -1.50233 8.21928  -1.938
C 1.03263 -0.06537 4.99304  0.285
C -2.40126 5.89352 6.04854  -1.772
C 3.36515 4.47731 -0.35091  -1.202
C -1.10635 -1.15711 5.83303  -1.699
C 3.99336 2.89485 2.09667  1.654
C 2.09622 1.84677 6.13718  -1.405
C 3.97631 1.31657 2.43916  -1.490
C -4.90692 4.31651 4.56450  -0.701
C -2.54663 -3.92056 0.90472  -2.195
C 1.12698 -5.87268 0.30592  0.213
C -2.82701 4.39614 6.13803  1.335
C 0.66378 -0.07606 0.80153  -1.574
C -1.28507 -1.84392 -6.51188  1.926
C -2.17121 -5.66490 -0.94231  -0.483
C -0.97249 3.76563 -7.36860  -2.195
C -4.31678 4.25453 6.00233  -1.275
C -2.23969 2.04832 3.24488  -2.033
C 3.31577 -2.87833 2.39061  -2.137
C 3.69848 4.75533 -6.46179  -1.995
C 2.52815 -5.64747 -0.23000  1.896
C 1.61741 -4.68700 2.43556  -0.693
C -2.58726 -3.21488 -1.44467  -1.610
C -6.50236 -6.11458 -0.81032  -1.825
C -3.03544 -4.41687 -0.53365  2.039
C 0.20251 -1.32923 4.97587  -0.214
C 1.26987 -0.72153 -1.23434  0.096
C -4.27358 -6.86460 -1.89662  -1.382
C -2.12488 2.48232 -1.27682  -0.829
C 2.28320 5.80587 1.54676  -1.581
C 1.08850 -2.72254 -5.82603  1.906
C -1.71861 -0.45936 -7.10006  -2.146
C -1.01405 5.15204 -5.31734  -1.413
C 0.09236 2.72998 -5.43034  -0.789
C -1.70655 0.74185 -2.67913  -0.462
C 1.28346 0.52663 6.41364  1.103
C -2.78117 -6.37531 -2.18652  -0.812
C -4.28422 3.30173 3.70746  -1.602
C -0.37756 -4.07713 -7.48295  -0.588
H -1.99159 3.04811 -0.36660  0.717
H -3.05178 -4.49136 1.68389  0.573
H 1.59466 2.64105 5.58433  0.041
H -2.29864 0.47738 8.64553  0.465
H -2.43310 5.56085 3.29200  0.198
H -0.37048 -4.70658 -8.37281  0.407
H -4.69377 2.29638 3.80556  0.481
H 2.45297 1.17065 -1.49097  0.625
H -0.00786 -4.01439 -4.47780  0.158
H 2.05023 -1.40288 6.96614  0.335
H 4.53301 4.62828 -5.77222  0.452
H 3.87446 3.46149 4.08348  0.207
H 1.97497 -0.24613 4.47591  0.044
H 5.08838 5.27809 0.73101  0.378
H -1.17969 2.13735 3.00704  -0.121
H -2.70967 6.35299 6.98762  0.510
H -4.62968 3.25452 6.30263  0.331
H 4.08182 -6.31345 2.70299  0.279
H 0.79107 -6.83053 -0.09132  0.826
H -1.38450 -2.16057 8.54258  0.489
H 1.59576 5.81693 -3.86531  0.346
H -2.50557 4.44372 1.78783  0.392
H -2.81486 -5.78554 -3.10257  -0.013
H -1.61407 4.62794 -4.57342  0.175
H -4.78293 5.04058 6.59641  0.416
H 5.03613 -4.95047 2.46451  0.474
H 0.86424 -2.11916 5.33116  0.428
H 1.69454 -6.74037 2.18254  0.614
H 2.63799 -1.28650 -6.55950  0.501
H -3.12000 -0.71591 7.72987  0.525
H -7.05764 -6.79266 -1.45837  0.421
H -0.57312 2.44937 7.82932  0.289
H -2.89411 1.60841 -4.29789  0.481
H 4.81962 2.19421 0.29310  0.340
H -1.11444 -2.22822 -8.64078  0.466
H 3.21434 5.43486 -0.84937  0.712
H -0.37273 3.21363 -8.09226  0.398
H 0.35532 1.88571 -6.06765  0.412
H 0.17699 -2.12364 7.73771  0.326
H 0.96241 -2.90327 -3.69136  -0.486
H 2.54531 2.38671 6.97078  0.391
H 4.66173 4.76065 3.21267  0.329
H -0.79270 2.38854 -4.89352  -0.396
H 0.00076 -6.02370 2.11315  0.365
H 0.91382 3.43544 -0.66354  -0.261
H 3.22127 -0.22244 6.80554  0.499
H -2.08278 -6.31318 -0.07051  0.463
H 2.93104 -7.73323 -0.88680  0.441
H 3.19219 -2.82981 -6.18262  0.434
H -5.96918 4.16609 4.75702  0.470
H -1.65883 -3.38463 -1.98992  0.152
H 0.44744 0.69299 4.47291  -0.568
H -2.30596 -1.80719 -4.44343  -0.152
H 1.83657 -5.67767 -2.24711  0.542
H 4.01957 -4.94601 3.91525  0.424
H -1.50327 -2.16004 5.99020  0.416
H 3.41683 -4.81427 -2.07662  0.504
H 5.57549 3.38088 3.62984  0.496
H 1.42001 -1.29788 -2.13528  -0.219
H -2.23183 -3.28921 -7.82089  0.325
H -6.38719 -6.62652 0.14506  0.408
H 0.19996 3.93902 0.80565  -0.084
H -1.94420 0.32680 -6.37952  0.124
H -2.51691 2.94586 7.77218  0.159
H 5.73330 4.51212 -0.55759  0.480
H 1.59593 1.83891 0.70442  -1.565
H -2.78136 0.82435 6.96262  0.177
H -0.52980 2.63879 5.37067  0.029
H -0.35333 5.89438 -4.86959  0.343
H 1.39673 5.70508 -8.08243  0.356
H -4.71629 -4.58568 -3.42010  0.166
H 3.92058 5.69394 -6.96952  0.370
H 2.93085 1.50856 5.52308  0.507
H -0.84228 -0.14009 -7.66416  0.585
H 0.67311 5.15099 -0.46720  0.894
H -2.92401 -2.92570 1.14122  0.492
H 3.33746 6.08081 -4.04844  0.444
H 3.09635 6.47726 1.27090  0.370
H 3.05274 -2.58675 3.40742  0.322
H -2.89911 6.35539 5.19594  0.456
H -1.34315 6.14467 5.97481  0.206
H -3.32214 -2.01242 -5.74724  0.539
H -0.70474 -4.62077 -6.59665  0.254
H 2.01866 -4.06738 -1.60893  0.390
H -0.91919 0.71034 -0.77772  0.321
H 4.37323 -3.30218 -0.14658  0.325
H -4.26704 -7.57981 -1.07410  0.340
H 1.34978 6.34310 1.37884  0.481
H 0.43223 -5.07980 0.02885  -1.168
H 0.20854 -0.05065 1.78056  0.024
H 2.74911 -1.73992 -4.88259  0.252
H 2.26836 6.87794 -5.07579  0.337
H 2.84562 3.64533 -3.75338  0.099
H 1.58463 3.85947 3.07001  -0.064
H -1.26613 4.21139 7.59001  0.442
H 1.74818 -4.33606 -4.39504  0.648
H 0.74417 -0.09682 -5.46026  -0.022
H -4.82898 -7.37968 -2.68039  0.532
H 4.81073 1.07345 3.09699  0.531
H 3.05989 1.17713 3.01260  -0.096
H 2.29840 5.64398 2.62457  0.210
H -4.60369 3.30931 2.66535  0.546
H -5.35964 -3.18166 -0.75079  0.397
H -6.06042 -5.62628 -3.52960  0.429
H -2.15105 -7.23244 -2.42396  0.570
H 0.71789 3.45179 -3.56898  -0.348
H -2.44796 -0.52532 -7.90740  0.466
H 3.12694 2.67143 -5.12953  0.222
H -1.94422 3.32196 -7.15182  0.312
H 1.02492 -3.79276 2.24223  -0.033
H 1.29887 1.85761 -3.73986  0.378
H -2.76308 1.92087 2.29729  0.647
H -0.09960 -1.54010 3.95003  0.201
H -0.34014 -1.03390 9.17430  0.364
H -4.89558 5.23986 3.98536  0.368
H 6.00526 3.05504 1.30648  0.445
H 2.87884 -2.08118 1.78915  0.246
H 3.61971 4.04220 -7.28237  0.453
H 4.35786 -2.62443 2.19655  0.606
H 1.76105 -4.44494 -6.99000  0.478
H 3.20167 -7.37560 0.85307  0.365
H -1.38778 -0.23532 -3.01069  0.501
H 4.30114 -6.77410 -0.43008  0.402
H -3.22487 -3.06545 -2.31600  0.263
H -2.60844 -2.26786 -0.90540  0.480
H -1.91407 -0.69054 5.26912  0.335
H 0.27460 -2.15393 0.08618  0.208
H 3.29232 3.63396 -1.03762  -0.329
H -2.92210 4.59485 8.23946  0.603
H -1.21765 4.66900 -7.92710  0.571
H -1.18668 4.53833 2.69938  -0.137
H -2.57761 1.24534 3.89996  0.104
H 1.37977 -3.10040 -7.95887  0.485
H -1.46024 -3.96660 0.98059  0.216
H 1.65377 -4.85582 3.51180  0.637
H -6.23448 -4.11042 -2.57213  0.442
H -1.74068 5.66390 -5.94829  0.371
H -3.22987 3.77954 -2.63530  0.499
H -7.27376 -5.37531 -0.59457  0.357
H -1.15652 -5.46194 -1.28481  -0.152
H 2.31462 -0.25539 8.27629  0.270
H -2.19869 -3.37784 -5.21405  0.316
H 3.96261 0.53073 1.68394  0.227

## Properties
relative energy (zero: lowest compared OMol25 entry of this formula, charge and spin) = 447.0 kJ/mol
SMILES string = CC1(C)CCCC(C)(C)N1O.CC1(C)CCCC(C)(C)N1O.CC1(C)CCCC(C)(C)N1O.CC1(C)CCCC(C)(C)N1O.CC1(C)CCCC(C)(C)N1O.CC1(C)CCCC(C)(C)N1O.CC1(C)CCCC(C)(C)N1O.c1cc[nH]c1.c1cc[nH]c1

---

(3)
Density functional theory data (ωB97M-V/def2-TZVPD) for a 2-piece molecular cluster, C3H3O2 overall.

Last column: Mulliken charge in e.
Cartesian coordinates (Å):
O 3.65011 0.08147 0.13491  -0.021
O -1.67838 -2.00724 0.02499  0.097
C 2.58758 0.38445 -0.00157  0.025
C -0.89608 0.28375 -0.04473  -0.605
C -1.32699 -0.98756 0.07976  0.721
H -1.13884 0.82571 0.82387  0.328
H 0.23882 0.48707 -0.34452  0.118
H -1.43620 0.93235 -0.67271  0.337

## Properties
relative energy (zero: lowest compared OMol25 entry of this formula, charge and spin) = 60.6 kJ/mol
net charge = +1

---

(4)
Density functional theory data (ωB97M-V/def2-TZVPD) for one molecule with the formula C5H8O.

Last column: Mulliken charge in e.
Cartesian coordinates (Å):
O 0.42069 -2.16676 0.67676  -0.507
C -1.20919 -0.48591 0.18235  -0.200
C 0.22491 -0.92546 0.13662  0.502
C 1.21064 -0.16932 -0.30086  -0.245
C -1.43288 0.91543 -0.37413  -1.243
C 2.13944 0.74942 -0.20581  -0.663
H 2.80809 1.05378 -1.00394  0.257
H -0.87257 1.65228 0.20969  0.304
H -2.49464 1.18002 -0.34074  0.359
H -1.08656 0.98184 -1.41091  0.320
H 1.37594 -2.30885 0.75204  0.321
H 2.24611 1.26175 0.74999  0.238
H -1.85536 -1.21536 -0.31781  0.297
H -1.47466 -0.52287 1.24675  0.260

## Properties
relative energy (zero: lowest compared OMol25 entry of this formula, charge and spin) = 193.0 kJ/mol
SMILES string = C=C=C(O)CC

---

(5)
Density functional theory data (ωB97M-V/def2-TZVPD) for C25H37LiN6O2PS as an isolated structure.

Last column: Mulliken charge in e.
Cartesian coordinates (Å):
S 0.76359 -1.72118 2.61524  -0.453
P 0.51451 1.28134 0.46295  0.998
O -2.24055 -3.41988 1.63852  -0.686
O -2.32108 -0.58183 -1.94643  -0.710
N 3.23652 -1.73166 3.56130  -0.495
N -1.82318 -2.00473 -0.17246  0.201
N 0.99679 -1.68808 -2.06706  0.370
N 0.47509 -4.21069 0.21090  -0.509
N 3.19522 -1.62007 1.31895  -1.536
N 2.47186 -1.61545 0.18053  1.152
C 1.40516 2.38536 -0.74922  0.573
C 4.56754 -1.02903 -0.98559  -1.934
C 0.46067 3.23042 2.68826  -1.618
C -2.02279 1.04991 1.48408  -1.580
C 3.10015 -1.35541 -0.91386  0.238
C 1.02150 1.91438 2.14091  0.582
C -5.22404 -0.67840 -0.83684  -0.354
C -4.05919 -1.29026 -0.42609  0.391
C -4.02226 -2.09810 0.69054  0.315
C -2.59366 -2.59720 0.80840  -0.170
C -6.37332 -0.89572 -0.07474  -0.507
C -1.74811 3.16387 0.11913  -1.677
C 2.30407 -1.38594 -2.15989  0.724
C -5.14519 -2.31972 1.45782  -0.511
C 0.86540 2.06955 -2.15184  -1.365
C -1.29101 1.71432 0.30685  1.171
C 2.55308 1.89701 2.22444  -1.423
C 2.45738 -1.70991 2.42152  0.501
C -6.33276 -1.70037 1.06168  -0.444
C 0.76793 -1.50924 -4.44085  -0.944
C 2.10786 -1.17612 -4.54543  -0.506
C 2.88395 -1.10707 -3.39956  -0.930
C 1.49445 3.89506 -0.52221  -1.594
C -2.64190 -1.24082 -0.96139  -0.285
C 0.25668 -1.74495 -3.17258  -0.100
Li 0.29800 -1.96836 -0.09912  0.831
H 0.50956 4.36510 -0.48974  0.173
H -7.23524 -1.84552 1.64404  0.382
H -5.23892 -0.04747 -1.71959  0.475
H 2.54614 -0.96238 -5.51286  0.395
H -1.63359 0.04658 1.68030  0.194
H -0.62065 3.19280 2.81839  0.308
H 1.02508 -5.05708 0.13762  0.210
H -1.57048 1.16513 -0.59604  -0.311
H 5.09120 -1.71998 -1.65492  0.396
H 2.05440 4.35516 -1.34717  0.484
H 2.42556 1.98745 -0.69652  0.289
H 0.66427 1.10634 2.78396  0.282
H 3.92872 -0.83479 -3.46355  0.377
H -5.09977 -2.94490 2.34371  0.481
H -0.79761 -1.95456 -3.02328  0.427
H 0.73633 0.99328 -2.29680  0.209
H -1.38164 3.82646 0.90573  0.181
H 0.60733 -3.85792 1.16357  0.121
H 0.90400 3.41999 3.67340  0.490
H -1.91775 1.63402 2.40272  0.287
H 2.78593 -2.10752 4.37567  0.243
H 4.72574 -0.01001 -1.35770  0.303
H -3.09323 0.96000 1.26710  0.479
H 1.54928 2.43978 -2.92258  0.461
H -0.50682 -4.46951 0.18362  0.150
H 4.20365 -1.97328 3.41180  0.237
H 0.13059 -1.57273 -5.31238  0.439
H 4.98984 -1.10939 0.01033  0.471
H 2.87427 1.95142 3.26817  0.460
H 2.01928 4.13631 0.40274  0.294
H -0.10924 2.54183 -2.31347  0.196
H 2.96729 0.97792 1.79957  0.155
H 2.99237 2.74637 1.68926  0.220
H -1.42901 3.56494 -0.84559  0.298
H 0.69724 4.08627 2.05095  0.153
H -7.30752 -0.42824 -0.36458  0.386
H -2.84495 3.19709 0.13727  0.493

## Properties
relative energy (zero: lowest compared OMol25 entry of this formula, charge and spin) = 0.0 kJ/mol
net charge = -1